(1)
Density functional theory data (wB97M-V/def2-TZVPD) for a molecular structure, C29H59ClP2PtSi3 in a non-equilibrium geometry.

Last column: Löwdin spin population.
CARTESIAN COORDINATES (ANGSTROEM)
Pt  -1.0925  0.0826  1.2085  1.0396
C  1.9213  -0.1122  -1.1198  0.2390
C  1.6380  -1.3150  -1.8131  0.0492
C  1.2296  -0.9402  -3.1429  0.3359
Si  1.8403  -2.9461  -0.9208  -0.0052
C  1.2620  0.4222  -3.1925  0.0550
C  1.6557  0.9834  -1.9857  0.2512
Si  1.8864  2.7235  -1.3256  0.0295
H  2.2759  -0.0441  -0.0663  0.0079
H  0.9330  -1.6555  -3.9217  0.0164
H  0.9493  1.0599  -4.1323  -0.0032
Cl  -3.3461  0.0702  1.1636  0.2787
C  3.7090  2.9618  -0.9703  0.0125
C  1.3559  3.9135  -2.6581  -0.0012
C  3.6626  -3.1608  -0.5567  -0.0013
C  1.2726  -4.2996  -2.0665  0.0004
H  1.8860  3.6557  -3.5883  0.0000
H  1.6492  4.9361  -2.3776  -0.0002
H  0.2792  3.8945  -2.8631  0.0000
H  3.9603  2.6565  0.0550  0.0000
H  3.9894  4.0137  -1.1016  0.0019
H  4.3017  2.3543  -1.6664  0.0010
H  1.7933  -4.1747  -3.0323  0.0000
H  0.1934  -4.3002  -2.2593  0.0001
H  1.5622  -5.2777  -1.6553  0.0001
H  4.2587  -2.6593  -1.3365  -0.0002
H  3.9354  -4.2258  -0.5484  -0.0002
H  3.9333  -2.7233  0.4149  0.0001
C  0.9422  2.7888  0.3342  0.0362
C  0.9235  -2.7689  0.7446  0.0113
P  -0.8358  2.3286  0.6028  0.1588
H  1.1661  3.8044  0.7239  0.0054
H  1.4952  2.0966  1.0056  0.0012
P  -0.8585  -2.2566  0.9483  0.1559
H  1.4917  -2.0022  1.3110  0.0005
H  1.1452  -3.7228  1.2692  0.0020
C  -1.4331  -3.0933  2.5338  0.0202
C  -1.7168  -3.3275  -0.3198  0.0380
C  -1.7028  3.1647  -0.8330  0.0322
C  -1.4390  3.3757  2.0327  0.0159
C  -1.7219  2.5171  3.2728  0.0128
H  -2.3970  3.7981  1.6719  0.0003
C  -0.4888  4.5319  2.4090  0.0048
H  0.4709  4.1431  2.7824  0.0003
H  -0.9480  5.1110  3.2289  0.0009
H  -0.2873  5.2327  1.5896  0.0001
H  -2.5771  1.8599  3.1184  0.0020
H  -1.9195  3.1786  4.1294  0.0004
H  -0.8398  1.8955  3.4852  0.0053
H  -1.2821  2.6254  -1.7077  0.0009
C  -1.4579  4.6647  -0.9509  0.0109
C  -3.2484  2.9262  -0.8077  0.0004
H  -0.3954  4.9344  -0.9985  0.0004
H  -1.9187  5.2129  -0.1185  0.0002
H  -1.9217  5.0370  -1.8713  0.0026
H  -3.6250  3.0510  -1.8341  0.0001
H  -3.7192  3.6585  -0.1651  0.0000
H  -3.4755  1.9057  -0.4459  -0.0003
H  -1.3142  -2.9593  -1.2793  0.0007
C  -3.2730  -3.0623  -0.3333  0.0029
C  -1.4654  -4.8168  -0.1684  0.0119
H  -0.4027  -5.0901  -0.1384  0.0005
H  -1.9085  -5.3664  -1.0125  0.0029
H  -1.9444  -5.2135  0.7478  0.0002
H  -3.5889  -2.8191  -1.3448  0.0000
H  -3.5452  -2.2420  0.3211  0.0027
H  -3.7811  -3.9782  -0.0246  0.0001
C  -1.8809  -2.0609  3.5853  0.0118
C  -0.3986  -4.0631  3.1695  0.0037
H  -2.3338  -3.6808  2.2189  0.0013
H  0.5031  -3.5217  3.4243  0.0002
H  -0.1573  -4.8977  2.5165  0.0000
H  -0.8282  -4.4689  4.0836  0.0010
H  -1.0613  -1.3607  3.7390  0.0046
H  -2.1044  -2.5890  4.5277  0.0003
H  -2.7642  -1.5285  3.2484  0.0023
C  -2.1898  -0.3119  -2.0879  0.7934
H  -1.6706  -1.2053  -2.3904  0.0587
H  -3.2622  -0.3942  -1.9733  0.0491
H  -1.8107  0.6316  -2.5249  0.0509
C  2.3132  -1.4024  5.6352  0.0003
Si  1.4569  0.2313  5.3512  0.0046
C  -0.2348  0.3891  6.1720  0.0017
C  2.4705  1.7948  5.3827  0.0007
C  1.2215  0.0681  3.4749  0.0562
C  0.5427  0.1322  2.4427  0.1096
H  2.5474  -1.4531  6.7089  0.0001
H  3.2171  -1.4264  5.0110  0.0001
H  1.6615  -2.2389  5.3217  0.0000
H  0.0116  0.3095  7.2549  0.0003
H  -0.7073  1.3492  5.9639  0.0000
H  -0.9251  -0.4104  5.8903  0.0000
H  3.1927  1.7342  4.5426  0.0003
H  1.8336  2.6798  5.2145  0.0000
H  2.9782  1.8397  6.3571  0.0000

The lowest unoccupied orbital energy (spin up / spin down) is 0.613 / -1.962 eV. The gap between HOMO and LUMO (spin up / spin down) comes out at 0.22474 / 0.21534 Ha. As for the spin multiplicity: 5. Its expectation value of S² is 6.0277. The total energy comes out at -89007.199 eV. As for the highest occupied orbital energy (spin up / spin down): -5.5 / -7.8 eV.

---

(2)
Density functional theory data (wB97M-V/def2-TZVPD) for 4 unconnected molecules or ions with the total composition C29H59FN4O8P in a non-equilibrium geometry.

Last column: Löwdin charge in e.
CARTESIAN COORDINATES (ANGSTROEM)
C  2.5193  -1.5721  4.2214  -0.1187
C  1.0500  -2.2468  4.4142  -0.2420
C  -0.1113  -1.1045  4.4415  -0.1879
C  -0.4349  -0.7269  2.8884  -0.1763
C  -1.5279  -1.7740  2.3353  -0.1564
C  -1.1263  -2.4091  0.8815  -0.1382
C  -0.5775  -1.2559  -0.0684  -0.0154
C  -1.6566  -0.3029  -0.7007  0.1182
C  -3.2224  -0.5034  -0.4223  -0.3016
O  -3.7994  0.4702  0.1346  0.1002
O  -3.9371  -1.6713  -0.7997  -0.0545
N  -5.2903  -1.4991  -0.5477  -0.1223
C  -5.9825  -2.4270  -1.5200  -0.0331
C  -5.5927  -2.0048  0.8437  -0.3402
C  -6.5284  -1.2058  1.8597  -0.0005
O  -5.0816  -3.0841  1.2302  0.0577
C  -1.1701  0.8367  -1.6306  -0.0883
O  -2.1370  1.6928  -2.2112  -0.0923
C  -2.4914  1.2945  -3.5624  -0.2053
C  -3.2046  -0.1358  -3.6824  -0.0731
C  0.3495  0.9970  -1.8432  -0.0575
C  0.8261  2.2030  -2.8196  -0.1459
C  1.1583  1.5570  -4.2580  -0.1838
C  2.4538  2.1543  -4.9840  -0.1755
F  3.5807  2.3892  -4.1209  -0.1327
N  1.3597  0.1123  -1.2472  -0.1231
P  3.0540  0.5123  -1.6334  0.9627
N  4.0240  -0.9179  -1.9132  -0.1514
O  3.6635  1.2024  -0.1607  -0.2873
C  0.9367  -1.0095  -0.3958  -0.0522
C  1.9942  -2.0209  0.2330  -0.1495
C  2.3052  -3.3201  -0.6533  -0.1867
C  1.0551  -4.3021  -0.8987  -0.2639
N  1.3664  -5.0893  -2.1609  -0.0398
H  3.2884  -2.4003  4.4591  0.0790
H  2.6911  -0.6854  4.9170  0.0780
H  2.6773  -1.3119  3.1068  0.0514
H  1.0148  -2.9315  5.3288  0.1055
H  0.9125  -2.9447  3.4988  0.0917
H  0.2767  -0.2033  5.0286  0.0968
H  -1.0478  -1.4907  4.9647  0.1078
H  -0.7590  0.3611  2.7710  0.1008
H  0.5887  -0.8168  2.3559  0.0840
H  -2.6032  -1.3983  2.3729  0.1114
H  -1.4843  -2.6773  3.0579  0.1186
H  -0.3655  -3.2307  1.1210  0.0992
H  -2.0535  -2.9061  0.4377  0.1211
H  -7.0664  -2.1066  -1.6878  0.1077
H  -6.0185  -3.5098  -1.1291  0.1047
H  -5.4216  -2.4563  -2.5230  0.1051
H  -6.0160  -0.2596  2.2709  0.0987
H  -7.5517  -0.9314  1.4351  0.0913
H  -6.7255  -1.8771  2.7714  0.0975
H  -1.6291  1.3113  -4.3101  0.1014
H  -3.2531  2.0765  -3.9391  0.1486
H  -3.4778  -0.3271  -4.7896  0.1019
H  -2.5832  -0.9930  -3.2590  0.0806
H  -4.2250  -0.0554  -3.1427  0.0924
H  -0.0668  2.9156  -2.9796  0.1294
H  1.6679  2.8260  -2.3743  0.1026
H  1.2958  0.4238  -4.0810  0.1074
H  0.2908  1.6392  -5.0138  0.1146
H  2.7054  1.4720  -5.8939  0.1116
H  2.1595  3.1663  -5.4333  0.1318
H  4.5073  -1.1743  -1.0272  0.0535
H  4.7655  -0.7618  -2.6143  0.0605
H  3.4508  2.1704  -0.1880  0.0658
H  2.9514  -1.4036  0.4368  0.0992
H  1.5975  -2.3451  1.2569  0.0938
H  3.0867  -3.9357  -0.0600  0.1322
H  2.7786  -3.1138  -1.6679  0.0877
H  0.8876  -5.0149  -0.0038  0.1238
H  0.0797  -3.7364  -1.1420  0.1063
H  2.3858  -5.1897  -2.2765  0.0618
H  0.9671  -4.5013  -2.9147  0.0679
C  -0.2829  4.6687  3.6522  -0.0889
C  -0.9136  3.3171  3.9219  -0.3189
O  -0.0174  2.4947  4.6592  -0.1001
H  0.6491  4.5523  3.0925  0.0735
H  -0.9598  5.3087  3.0811  0.0754
H  -0.0311  5.1719  4.5902  0.0732
H  -1.1438  2.8085  2.9826  0.0987
H  -1.8413  3.4259  4.4922  0.1141
H  0.1747  2.9476  5.4935  0.0590
C  3.0813  -0.0951  -9.2469  -0.0920
C  2.7867  1.3917  -9.2576  -0.3070
O  2.9779  1.9411  -7.9569  -0.1197
H  2.4307  -0.6100  -8.5348  0.0739
H  2.9328  -0.5297  -10.2379  0.0782
H  4.1118  -0.2832  -8.9313  0.0742
H  1.7513  1.5740  -9.5521  0.1153
H  3.4426  1.9147  -9.9599  0.1128
H  3.8990  1.7852  -7.7068  0.0872
C  2.2088  2.9153  8.6344  -0.0895
C  1.5310  4.0585  7.9056  -0.3248
O  0.1170  3.8914  7.9346  -0.0937
H  1.9456  1.9583  8.1760  0.0745
H  3.2952  3.0289  8.6144  0.0768
H  1.8790  2.8713  9.6764  0.0758
H  1.8467  4.0856  6.8599  0.1051
H  1.7812  5.0188  8.3668  0.1114
H  -0.1557  3.8772  8.8613  0.0872

The lowest unoccupied orbital energy is -4.292 eV. The gap between HOMO and LUMO comes out at 0.26846 Ha. The net charge is +1. As for the spin multiplicity: 1. The total energy comes out at -65361.180 eV. As for the highest occupied orbital energy: -11.6 eV.

---

(3)
Density functional theory data (wB97M-V/def2-TZVPD) for 8 unconnected molecules or ions with the total composition C29H60BrO16S in a non-equilibrium geometry.

Last column: Löwdin charge in e.
CARTESIAN COORDINATES (ANGSTROEM)
O  5.8983  -3.3106  -2.2712  -0.0087
O  4.8741  -3.8206  -1.4580  -0.1851
C  4.0156  -4.6409  -2.2007  -0.3973
S  2.3224  -3.9133  -2.4817  0.7159
Br  2.4245  -1.7188  -2.4628  0.6490
H  5.6150  -2.4642  -2.6842  0.0317
H  4.4603  -4.9643  -3.1631  0.1305
H  3.8292  -5.5776  -1.6290  0.1243
H  1.5899  -4.2234  -1.3487  0.0048
O  5.2773  -1.2868  -3.7110  0.0179
C  5.1155  -0.3844  -4.5075  -0.4900
O  6.1569  0.1025  -5.1552  0.0465
C  6.0387  1.0528  -6.2310  -0.2011
C  5.9395  2.4680  -5.7029  -0.0507
C  3.7613  0.2398  -4.7025  -0.0158
H  5.2107  0.7919  -6.8894  0.0899
H  6.9484  0.9524  -6.8212  0.1312
H  5.0491  2.6080  -5.0878  0.0695
H  5.9036  3.1801  -6.5269  0.0908
H  6.8000  2.6996  -5.0732  0.0867
H  3.5866  0.9675  -3.9083  0.1057
H  3.0121  -0.5495  -4.6435  0.0125
H  3.6273  0.7191  -5.6703  0.0729
O  3.5635  1.1797  -8.5813  0.0921
C  2.4712  0.7855  -8.8980  -0.5248
O  1.5249  0.6573  -7.9571  -0.0057
C  0.1493  0.3649  -8.2443  -0.2240
C  -0.0774  -1.1240  -8.4047  -0.0622
C  2.1794  0.3540  -10.3078  0.0178
H  -0.1968  0.9375  -9.1057  0.1178
H  -0.4155  0.7263  -7.3856  0.1249
H  0.4878  -1.5298  -9.2447  0.0689
H  -1.1346  -1.3349  -8.5674  0.0870
H  0.2543  -1.6560  -7.5115  0.0789
H  2.5405  -0.6642  -10.4494  0.1012
H  2.7098  1.0197  -10.9867  0.0971
H  1.1276  0.4069  -10.5787  0.0730
O  0.7066  -2.2345  4.2517  0.0933
C  1.6299  -1.8297  3.5982  -0.5346
O  1.3845  -1.4113  2.3456  -0.0026
C  2.3394  -0.7606  1.5062  -0.2242
C  3.1954  -1.7703  0.7723  -0.1133
C  3.0391  -1.8619  4.1164  0.0051
H  2.9246  -0.0351  2.0693  0.1017
H  1.7561  -0.1914  0.7801  0.1200
H  3.7830  -2.3819  1.4580  0.0809
H  3.8796  -1.2671  0.0887  0.0662
H  2.5621  -2.4518  0.2038  0.0126
H  3.4485  -2.8642  3.9824  0.0981
H  3.0185  -1.6231  5.1776  0.0939
H  3.6964  -1.1342  3.6500  0.0669
O  -6.6503  -1.4009  4.6682  0.1011
C  -5.4894  -1.7073  4.6607  -0.5392
O  -4.6882  -1.2757  5.6459  0.0013
C  -3.3354  -1.7156  5.8239  -0.2205
C  -2.3881  -0.9214  4.9520  -0.0625
C  -4.9004  -2.4920  3.5195  0.0169
H  -3.2494  -2.7918  5.6660  0.1177
H  -3.0996  -1.5383  6.8729  0.1242
H  -2.6038  -1.0586  3.8921  0.0502
H  -1.3538  -1.2180  5.1291  0.0616
H  -2.4891  0.1459  5.1619  0.0832
H  -4.6826  -1.8118  2.6962  0.0790
H  -5.6356  -3.2258  3.1931  0.0947
H  -4.0011  -3.0462  3.7796  0.0721
O  -2.7084  -0.8282  -2.5096  0.0885
C  -2.9323  -0.2259  -1.4922  -0.5303
O  -1.9068  0.3341  -0.8279  -0.0103
C  -2.0618  1.2307  0.2790  -0.2234
C  -2.2576  0.4840  1.5802  -0.0661
C  -4.3129  -0.1657  -0.9029  0.0096
H  -2.8595  1.9510  0.0896  0.1193
H  -1.1331  1.8005  0.3232  0.1198
H  -3.1718  -0.1114  1.5685  0.0577
H  -2.3104  1.1815  2.4178  0.0837
H  -1.4304  -0.2085  1.7504  0.0782
H  -4.5000  -1.0879  -0.3519  0.1016
H  -5.0328  -0.0807  -1.7127  0.0914
H  -4.4836  0.6867  -0.2515  0.0499
O  2.7079  1.0427  4.1291  0.0858
C  2.5399  1.6404  5.1622  -0.5108
O  3.5884  2.2031  5.7674  0.0152
C  3.4817  3.0754  6.9016  -0.2234
C  3.3981  2.2917  8.1948  -0.0613
C  1.1891  1.6846  5.8205  0.0242
H  2.6513  3.7724  6.7778  0.1160
H  4.3914  3.6746  6.8999  0.1252
H  2.5082  1.6615  8.2279  0.0684
H  3.3734  2.9670  9.0506  0.0858
H  4.2598  1.6303  8.2930  0.0860
H  1.0357  0.7607  6.3784  0.1012
H  0.4307  1.7630  5.0427  0.0917
H  1.0466  2.5359  6.4817  0.0731
O  -7.0576  1.0990  -0.5434  0.1008
C  -7.2507  1.6887  0.4854  -0.5231
O  -6.2073  2.2357  1.1314  -0.0140
C  -6.3387  3.0952  2.2713  -0.2280
C  -6.4686  2.2960  3.5522  -0.0557
C  -8.6188  1.7457  1.1059  0.0186
H  -7.1579  3.8022  2.1315  0.1154
H  -5.4229  3.6857  2.3041  0.1197
H  -7.3641  1.6742  3.5515  0.0724
H  -6.5122  2.9609  4.4157  0.0864
H  -5.6170  1.6236  3.6685  0.0753
H  -8.7995  0.8200  1.6519  0.1026
H  -9.3530  1.8404  0.3076  0.0949
H  -8.7697  2.5937  1.7699  0.0714

The lowest unoccupied orbital energy is -5.400 eV. The gap between HOMO and LUMO comes out at 0.22481 Ha. The net charge is +1. As for the spin multiplicity: 1. The total energy comes out at -144673.492 eV. As for the highest occupied orbital energy: -11.5 eV.